Molecular formula: C27H20N5O6PdS
Method: DFT, ωB97M-V/def2-TZVPD

Each line ends with the Mulliken charge.
Geometry (Å):
1 Pd 0.2202 -0.7157 0.8632  0.56
2 O 2.4841 2.8157 0.5607  -0.76
3 C 1.6971 1.9010 0.3362  0.23
4 O 1.3876 0.9779 1.1611  -0.55
5 C 1.0669 1.8797 -1.0643  0.44
6 C 1.6639 2.6477 -2.0622  -0.69
7 C 1.1291 2.6272 -3.3356  -0.24
8 C 0.0074 1.8453 -3.5767  -0.82
9 C -0.5240 1.1256 -2.5213  -0.41
10 N -0.0164 1.1413 -1.2902  0.24
11 H 2.5323 3.2352 -1.8025  0.49
12 H 1.5804 3.2052 -4.1330  0.39
13 H -0.4433 1.7890 -4.5588  0.39
14 H -1.3947 0.4950 -2.6726  0.55
15 S -1.1128 -2.5284 0.5688  -0.48
16 C -2.5810 -1.6583 0.9345  0.47
17 N -3.7331 -2.0546 0.5208  -0.80
18 N -4.8072 -1.2198 0.8111  0.02
19 C -4.9196 0.0753 0.3071  0.63
20 C -6.0972 0.7820 0.5711  -0.69
21 C -6.2632 2.0768 0.1110  -0.34
22 C -5.2627 2.7050 -0.6193  -0.78
23 C -4.0976 2.0014 -0.8925  -0.41
24 C -3.9217 0.7017 -0.4462  -0.34
25 N -2.5094 -0.5086 1.7637  -0.48
26 N -1.3764 0.0009 1.8584  0.50
27 C -1.3097 1.1581 2.7001  0.27
28 C -0.1692 1.3559 3.4634  -0.43
29 C -0.1026 2.4639 4.2924  -0.66
30 C -1.1501 3.3731 4.3323  -0.39
31 C -2.2781 3.1736 3.5451  -0.70
32 C -2.3670 2.0610 2.7277  0.14
33 H -5.6611 -1.7463 0.7464  0.28
34 H -6.8725 0.3107 1.1647  0.35
35 H -7.1817 2.6039 0.3396  0.36
36 H -5.3856 3.7233 -0.9630  0.40
37 H -3.2996 2.4686 -1.4576  0.45
38 H -3.0016 0.1838 -0.6752  0.50
39 H 0.6530 0.6565 3.3938  0.48
40 H 0.7839 2.6262 4.8906  0.37
41 H -1.0818 4.2487 4.9655  0.37
42 H -3.0877 3.8918 3.5613  0.39
43 H -3.2301 1.8913 2.0966  0.24
44 O 2.4725 -2.3562 1.7992  -0.71
45 C 2.5449 -2.2325 0.5822  0.56
46 O 1.7395 -1.5659 -0.1752  -0.47
47 C 3.6658 -2.9228 -0.1714  -0.05
48 C 4.6177 -3.6333 0.5447  -0.52
49 C 5.6739 -4.2907 -0.0918  -0.87
50 C 5.7214 -4.1972 -1.4602  1.05
51 O 6.6411 -4.7531 -2.3208  -0.50
52 C 6.2738 -4.3059 -3.6229  -0.23
53 O 5.0598 -3.5763 -3.5250  -0.50
54 C 4.7752 -3.4915 -2.1766  0.97
55 C 3.7348 -2.8412 -1.5686  -1.07
56 H 4.5140 -3.6623 1.6202  0.48
57 H 6.4195 -4.8464 0.4602  0.41
58 H 6.1267 -5.1718 -4.2732  0.23
59 H 7.0619 -3.6560 -4.0177  0.24
60 H 2.9900 -2.2846 -2.1187  0.46

Output
E_HOMO ... -0.1816 hartree
Electronic energy ... -62375.7316 eV
Total charge ... -1
E_LUMO ... 1.58 eV
Energy relative to the best compared isomer or geometry (same formula, charge and spin) ... 0.0 kJ/mol